Record 1
Computed, not measured: a molecular structure, C5H5NO2 at a distorted geometry, with ωB97M-V/def2-TZVPD.

The geometry in XYZ format:
```
13
Properties=species:S:1:pos:R:3:mulliken_charge:R:1
C -1.154 -0.169 -0.048 -0.21
C 0.100 1.684 -0.063 -1.03
C 0.978 0.651 -0.011 0.62
C 1.511 -1.239 -0.036 -0.08
C 0.166 -0.475 -0.050 0.29
H -2.129 -1.852 0.496 0.37
H -1.961 1.830 0.299 0.31
H 0.147 2.722 -0.275 0.41
H 1.729 -1.614 0.962 0.20
H 1.820 -1.953 -0.908 0.23
N -1.141 1.163 -0.049 -0.05
O -2.275 -0.945 -0.195 -0.59
O 2.210 0.195 -0.122 -0.48
```

Calculated values
**Energy above the lowest of the compared OMol25 structures with the same formula, charge and spin**: 466.1 kJ/mol
**Kohn-Sham gap**: 7.924 eV
**Net charge**: 0
**LUMO**: 0.30 eV

Record 2
Computed, not measured: 2 unconnected molecules or ions with the total composition BrHOS at a distorted geometry, with ωB97M-V/def2-TZVPD.

The geometry in XYZ format:
```
4
Properties=species:S:1:pos:R:3:mulliken_charge:R:1
O 1.172 0.192 0.089 -0.57
S -0.910 -0.802 -0.093 0.16
Br -1.862 0.882 0.606 0.10
H 1.600 -0.272 -0.603 0.31
```

Calculated values
**Energy above the lowest of the compared OMol25 structures with the same formula, charge and spin**: 194.7 kJ/mol
**Kohn-Sham gap (alpha / beta)**: 7.339 / 7.193 eV
**Net charge**: 0
**LUMO (alpha / beta)**: -2.23 / -2.34 eV

Record 3
Computed, not measured: a molecular structure, C33H49Br3O16 at a distorted geometry, with ωB97M-V/def2-TZVPD.

The geometry in XYZ format:
```
101
Properties=species:S:1:pos:R:3:mulliken_charge:R:1
O 9.003 -18.519 8.419 -0.60
C 9.858 -17.806 7.991 0.47
O 10.645 -17.060 8.803 -0.41
C 11.650 -16.352 8.060 0.72
C 11.103 -16.270 6.628 -0.35
C 10.224 -17.539 6.541 -0.11
H 12.587 -16.909 8.092 -0.64
H 11.817 -15.383 8.518 0.32
H 11.877 -16.315 5.863 0.14
H 10.512 -15.362 6.530 0.34
H 10.759 -18.387 6.117 -0.27
H 9.318 -17.318 5.984 0.37
O 16.465 -20.943 10.957 -0.33
C 17.199 -19.989 10.971 0.30
O 18.155 -19.826 10.047 -0.39
C 18.881 -18.588 10.239 -0.55
C 18.490 -18.089 11.638 -0.28
C 17.191 -18.828 11.948 -0.22
H 18.552 -17.908 9.456 0.24
H 19.942 -18.805 10.172 0.35
H 18.365 -17.009 11.643 0.01
H 19.290 -18.317 12.342 0.34
H 16.305 -18.228 11.745 0.06
H 17.200 -19.228 12.959 0.40
O 17.774 -14.137 12.367 -0.60
C 16.866 -14.277 11.601 0.40
O 16.708 -15.430 10.909 -0.22
C 15.686 -15.325 9.905 0.66
C 14.860 -14.103 10.308 -0.34
C 15.778 -13.296 11.215 -0.57
H 15.104 -16.239 9.876 -0.26
H 16.137 -15.159 8.925 -0.18
H 13.892 -14.367 10.743 0.28
H 14.523 -13.501 9.459 0.20
H 15.275 -12.944 12.115 0.28
H 16.252 -12.435 10.746 0.27
O 10.084 -23.068 8.046 -0.56
C 10.069 -23.660 9.082 0.45
O 10.887 -23.320 10.106 -0.21
C 10.830 -24.260 11.187 -0.34
C 9.612 -25.157 10.910 -0.55
C 9.275 -24.902 9.446 -0.51
H 10.765 -23.754 12.145 0.26
H 11.758 -24.838 11.155 0.24
H 8.788 -24.777 11.524 0.25
H 9.692 -26.210 11.162 0.36
H 8.219 -24.774 9.234 0.33
H 9.653 -25.683 8.780 0.26
O 16.216 -22.571 6.684 -0.54
C 17.152 -23.066 7.245 0.29
O 18.139 -23.698 6.566 -0.41
C 19.166 -24.163 7.457 -0.48
C 18.587 -24.054 8.875 -0.74
C 17.542 -22.947 8.695 1.07
H 20.085 -23.589 7.328 0.25
H 19.385 -25.196 7.189 0.34
H 19.337 -23.703 9.583 0.34
H 18.198 -25.009 9.217 0.31
H 17.990 -21.966 8.853 -0.23
H 16.709 -22.992 9.389 -0.24
O 13.927 -24.507 15.283 -0.58
C 13.963 -23.725 14.384 0.47
O 14.294 -24.103 13.116 -0.41
C 14.275 -22.962 12.244 1.22
C 14.469 -21.764 13.170 -0.12
C 13.688 -22.231 14.391 -0.65
H 13.354 -22.899 11.662 -0.63
H 15.114 -23.046 11.554 -0.36
H 14.157 -20.846 12.672 0.28
H 15.520 -21.635 13.426 0.19
H 12.618 -22.015 14.318 0.27
H 13.988 -21.773 15.333 0.36
O 15.085 -18.320 8.651 -0.54
C 14.259 -19.143 8.939 0.54
O 13.185 -18.783 9.670 -0.47
C 12.300 -19.879 9.920 -0.35
C 12.841 -21.076 9.113 0.28
C 14.173 -20.592 8.505 1.68
H 11.289 -19.641 9.588 0.07
H 12.245 -20.033 10.998 0.25
H 12.113 -21.389 8.372 0.31
H 13.006 -21.893 9.810 -0.37
H 14.078 -20.607 7.424 -0.44
H 15.024 -21.140 8.893 -0.92
O 14.373 -12.782 7.050 -0.61
C 14.637 -13.806 6.492 0.37
O 14.272 -15.012 6.992 -0.09
C 14.955 -16.094 6.326 0.65
C 15.677 -15.485 5.105 -0.59
C 15.319 -13.992 5.152 -0.54
H 14.228 -16.864 6.076 -0.12
H 15.675 -16.519 7.020 -0.10
H 15.378 -15.993 4.195 0.21
H 16.747 -15.647 5.229 0.32
H 14.565 -13.767 4.398 0.29
H 16.181 -13.339 5.072 0.31
C 14.527 -20.310 4.166 0.20
Br 12.819 -19.555 4.576 0.03
Br 15.773 -18.948 3.572 -0.03
Br 14.378 -21.666 2.805 -0.02
H 14.977 -20.782 5.031 -0.15
```

Calculated values
**Kohn-Sham gap**: 10.181 eV
**Net charge**: 0
**LUMO**: -0.01 eV

Record 4
Computed, not measured: 2 unconnected molecules or ions with the total composition C5H15N2S at a distorted geometry, with ωB97M-V/def2-TZVPD.

The geometry in XYZ format:
```
23
Properties=species:S:1:pos:R:3:mulliken_charge:R:1
C -0.171 0.432 2.822 -1.49
C -2.158 0.175 1.256 -1.47
C 1.499 -2.473 -1.959 -0.74
C -0.605 0.311 1.339 0.93
C -0.115 1.277 0.292 -0.08
N 0.319 -0.542 -3.277 -0.53
N 0.667 2.332 0.455 -0.26
S 1.561 -0.708 -2.092 -0.04
H -0.722 -0.324 3.375 0.40
H 0.894 0.303 2.910 0.44
H -0.513 1.341 3.332 0.38
H -2.583 -0.636 1.858 0.40
H -2.351 0.004 0.237 0.43
H -2.606 1.088 1.462 0.45
H 2.464 -2.824 -1.476 0.30
H 1.576 -2.818 -3.006 0.31
H 0.698 -2.726 -1.312 0.26
H 0.764 -0.619 -4.141 0.27
H -0.693 1.080 -0.732 0.23
H -0.146 0.386 -3.280 0.24
H 1.091 2.673 1.327 0.27
H 0.106 -0.496 0.978 0.04
H 1.025 2.764 -0.367 0.27
```

Calculated values
**Energy above the lowest of the compared OMol25 structures with the same formula, charge and spin**: 217.6 kJ/mol
**Kohn-Sham gap**: 7.086 eV
**Net charge**: +1
**LUMO**: -4.58 eV

Record 5
Computed, not measured: C5H9NO in the gas phase, with ωB97M-V/def2-TZVPD.

The geometry in XYZ format:
```
16
Properties=species:S:1:pos:R:3:mulliken_charge:R:1
C -2.097 -1.124 0.639 -1.07
C -1.149 -0.072 0.175 -0.24
N -0.258 0.479 0.986 -0.08
C 0.844 1.193 0.676 -0.67
C 1.555 0.993 -0.592 0.03
C 1.581 -0.277 -1.335 -0.31
O 0.854 0.835 -1.845 -0.46
H -1.877 -2.083 0.148 0.23
H -3.139 -0.880 0.397 0.28
H -2.018 -1.290 1.720 0.31
H -1.072 0.212 -0.866 0.56
H -0.429 0.345 1.982 0.25
H 1.326 1.723 1.485 0.35
H 2.440 1.623 -0.687 0.38
H 2.467 -0.565 -1.900 0.26
H 0.972 -1.112 -0.984 0.18
```

Calculated values
**Energy above the lowest of the compared OMol25 structures with the same formula, charge and spin**: 403.5 kJ/mol
**Kohn-Sham gap**: 7.352 eV
**Net charge**: 0
**LUMO**: 0.91 eV

Record 6
Computed, not measured: a molecular structure, C46H48ClN7O5PTb at a distorted geometry, with ωB97M-V/def2-TZVPD.

The geometry in XYZ format:
```
109
Properties=species:S:1:pos:R:3:mulliken_charge:R:1
Tb 0.812 -1.027 -0.566 0.58
C 0.562 -4.106 1.049 -1.05
C 1.324 -3.302 2.084 -0.35
N 2.005 -2.107 1.550 0.11
C 3.423 -2.346 1.136 -1.56
C 3.478 -3.012 -0.193 0.95
C 4.404 -4.036 -0.385 -1.01
C 4.398 -4.760 -1.574 -0.70
C 3.474 -4.409 -2.535 -1.12
C 2.553 -3.379 -2.276 0.88
C 1.496 -3.129 -3.299 -1.34
N 0.287 -2.474 -2.757 -0.03
C -0.822 -3.453 -2.445 -0.73
C -0.602 -4.180 -1.120 -1.04
N -0.152 -3.284 0.029 0.37
N 2.586 -2.650 -1.141 1.02
H -0.156 -4.741 1.599 0.62
H 1.216 -4.788 0.509 0.40
H 2.046 -3.975 2.569 0.43
H 0.617 -2.969 2.836 -0.06
H 2.077 -1.419 2.294 0.21
H 3.936 -2.953 1.896 0.65
H 3.945 -1.376 1.071 0.37
H 5.095 -4.306 0.420 0.53
H 5.080 -5.587 -1.740 0.47
H 3.408 -4.980 -3.454 0.54
H 1.229 -4.093 -3.772 0.57
H 1.931 -2.496 -4.126 0.42
H -0.080 -1.836 -3.456 -0.09
H -0.904 -4.207 -3.247 0.62
H -1.775 -2.903 -2.427 0.25
H 0.197 -4.921 -1.243 0.41
H -1.500 -4.699 -0.793 0.65
H -1.049 -2.981 0.463 0.07
C 1.384 0.681 -3.679 -0.86
C -0.076 0.773 -4.119 0.07
C -0.217 1.977 -5.079 -1.72
C -1.104 0.900 -2.969 0.84
C -2.552 0.827 -3.431 -0.70
O -3.296 0.307 -2.265 -0.38
C -2.363 -0.148 -1.367 0.06
N -1.125 -0.080 -1.784 1.02
C -3.027 -0.530 -0.077 -0.35
C -4.318 -1.079 -0.177 -0.55
C -5.235 -1.140 0.875 -1.20
C -4.847 -0.597 2.082 -0.92
C -3.560 -0.113 2.300 -1.08
C -2.583 -0.154 1.274 1.44
P -0.845 0.041 1.925 1.64
C -0.747 -0.828 3.541 0.65
C -1.563 -1.940 3.789 -0.40
C -1.600 -2.538 5.036 -0.76
C -0.824 -2.042 6.075 -0.69
C 0.028 -0.979 5.833 -0.72
C 0.133 -0.433 4.575 -0.53
C -0.468 1.716 2.518 1.14
C -1.461 2.611 2.902 -0.65
C -1.119 3.916 3.263 -0.73
C 0.202 4.317 3.214 -0.93
C 1.208 3.416 2.875 -1.19
C 0.894 2.104 2.623 -0.37
H 2.043 0.626 -4.549 0.61
H 1.600 -0.206 -3.068 0.02
H 1.636 1.573 -3.085 0.01
H -0.345 -0.135 -4.714 0.48
H -0.015 2.896 -4.530 0.35
H -1.207 2.041 -5.518 0.43
H 0.502 1.909 -5.888 0.48
H -0.884 1.908 -2.516 -0.66
H -2.761 0.118 -4.228 0.28
H -3.020 1.789 -3.672 0.36
H -4.645 -1.391 -1.170 0.54
H -6.235 -1.569 0.751 0.43
H -5.513 -0.555 2.943 0.46
H -3.330 0.266 3.298 0.53
H -2.162 -2.360 2.999 0.43
H -2.246 -3.402 5.215 0.44
H -0.829 -2.540 7.049 0.41
H 0.674 -0.585 6.629 0.44
H 0.851 0.365 4.410 0.41
H -2.496 2.288 2.852 0.25
H -1.868 4.641 3.544 0.50
H 0.449 5.353 3.456 0.42
H 2.229 3.771 2.791 0.50
H 1.668 1.354 2.452 0.62
O 5.204 3.674 -0.561 -0.53
C 4.148 4.290 -1.103 0.18
O 4.290 5.237 -1.865 -0.56
C 2.779 3.787 -0.811 0.04
C 1.577 4.445 -0.980 -0.26
Cl 1.368 6.074 -1.353 -0.16
N 0.494 3.593 -0.754 0.59
N 0.999 2.334 -0.553 1.16
C 2.330 2.427 -0.560 0.57
C 3.185 1.292 -0.165 -0.33
O 4.186 1.495 0.540 -0.86
O 2.797 0.094 -0.509 -0.51
C -0.906 3.925 -0.557 0.56
C -1.794 2.855 -0.371 2.48
C -3.152 3.093 -0.153 -0.72
C -3.683 4.388 -0.148 -1.01
C -2.821 5.439 -0.363 -0.96
C -1.443 5.235 -0.510 -1.36
H 4.946 2.830 -0.104 0.40
H -1.389 1.856 -0.305 -1.18
H -3.846 2.248 -0.019 0.30
H -4.755 4.549 0.036 0.48
H -3.240 6.460 -0.426 0.39
H -0.827 6.128 -0.574 0.37
```

Calculated values
**Energy above the lowest of the compared OMol25 structures with the same formula, charge and spin**: 68.1 kJ/mol
**Kohn-Sham gap (alpha / beta)**: 7.206 / 7.626 eV
**2S+1**: 7
**Net charge**: +2
**LUMO (alpha / beta)**: -6.01 / -5.59 eV
**<S²>**: 12.05